Density functional theory data (ωB97M-V/def2-TZVPD) for an isolated molecule of C5H9NO.

Output
LUMO level (alpha / beta) = -0.26 / -0.25 eV
Relative energy (zero: lowest compared OMol25 entry of this formula, charge and spin) = 126.5 kcal per mole
2S+1 = 1
Total charge = 0

Last columns: bonded neighbours and bond lengths (Å).
Element x y z (Å)
1 C 0.595 1.288 -1.145  C4 1.382, C5 1.865, H9 1.094, H10 1.085
2 C 0.180 -0.804 0.743  C3 1.519, C5 1.726, H11 1.090, H12 1.092
3 C -1.024 -1.452 0.081  C2 1.519, H14 1.093, H15 1.093, H16 1.093
4 C 1.357 0.177 -1.455  C1 1.382, O7 1.153
5 C 0.167 0.918 0.632  C1 1.865, C2 1.726, N6 1.309, H13 1.097
6 N -0.935 1.583 0.869  C5 1.309, H8 1.024
7 O 2.168 -0.566 -1.801  C4 1.153
8 H -1.504 1.186 1.622  N6 1.024
9 H 1.091 2.262 -1.187  C1 1.094
10 H -0.378 1.276 -1.625  C1 1.085
11 H 0.118 -0.894 1.828  C2 1.090
12 H 1.121 -1.293 0.483  C2 1.092
13 H 1.060 1.191 1.208  C5 1.097
14 H -1.157 -2.479 0.427  C3 1.093
15 H -0.925 -1.494 -1.007  C3 1.093
16 H -1.934 -0.897 0.329  C3 1.093

Löwdin population analysis, charges in e, atoms 1 to 5:
1 C -0.035
2 C -0.222
3 C -0.132
4 C -0.130
5 C -0.436